# 1
This record from the OMol25 dataset describes C33H36Cl4N6O4PW as an isolated structure. The level of theory is ωB97M-V/def2-TZVPD.

## Properties
* LUMO (alpha / beta): -3.21 / -3.02 eV

ORCA input file:
```
! RIJCOSX wB97M-V def2-TZVPD def2/J DEFGRID3
* xyz 1 1
W -0.0947 -0.0689 -0.4145
O 0.5538 1.4735 0.4985
C 0.9912 2.7431 0.2651
C 0.7291 3.7789 1.1451
C 1.2799 5.0414 0.9393
C 2.1292 5.2637 -0.1440
C 2.3658 4.2601 -1.0525
C 1.7800 2.9756 -0.9043
C 1.9313 1.9846 -1.8826
N 1.4348 0.7226 -1.8052
C 1.5804 -0.0153 -3.0558
C 1.4598 -1.5178 -2.7537
N 0.8795 -1.6871 -1.4262
C 1.2365 -2.8522 -0.8045
C 0.5341 -3.3946 0.2801
C 0.9676 -4.5860 0.9087
C 0.2271 -5.1695 1.9065
C -0.9897 -4.6129 2.2895
C -1.4528 -3.4480 1.6889
C -0.6966 -2.8016 0.7232
O -1.0481 -1.6085 0.2099
H 0.0848 3.5785 1.9890
H 1.0514 5.8434 1.6225
H 2.5841 6.2355 -0.2788
H 3.0005 4.4315 -1.9102
H 2.4500 2.2699 -2.7948
H 2.5528 0.2013 -3.5173
H 0.8024 0.3078 -3.7629
H 2.4456 -2.0017 -2.8054
H 0.8180 -2.0055 -3.4997
H 2.0275 -3.4483 -1.2571
H 1.8851 -5.0431 0.5641
H 0.5834 -6.0698 2.3838
H -1.5773 -5.0851 3.0589
H -2.4019 -3.0189 1.9724
Cl -4.2143 4.4715 -3.2864
C -3.5678 3.3839 -2.1229
C -3.8667 3.5432 -0.7713
Cl -4.8581 4.8512 -0.2713
C -3.3352 2.6748 0.1841
Cl -3.6371 2.9317 1.8513
C -2.4700 1.6481 -0.1991
O -1.8564 0.8016 0.6013
C -2.1617 1.5129 -1.5821
O -1.2295 0.5597 -1.8298
C -2.7065 2.3616 -2.5326
Cl -2.2483 2.1849 -4.1779
C 5.9316 -0.6815 1.2796
N 4.9391 -1.2197 2.3107
C 4.7706 -0.1610 3.3974
N 4.4077 1.0820 2.8409
C 5.3966 1.5412 1.8817
N 5.5431 0.5861 0.7996
C 4.3708 0.5463 -0.0521
P 2.8158 -0.0410 0.8224
C 3.6376 -1.5206 1.6772
C 3.0602 1.1009 2.3054
H 5.9696 -1.4013 0.4586
H 6.9119 -0.6218 1.7638
H 5.3198 -2.0699 2.7348
H 5.7203 -0.0775 3.9362
H 3.9918 -0.5104 4.0811
H 6.3565 1.6627 2.3885
H 5.0800 2.5005 1.4751
H 4.5717 -0.0939 -0.9140
H 4.1716 1.5546 -0.4242
H 3.7682 -2.3191 0.9451
H 2.9370 -1.8803 2.4360
H 2.3556 0.8166 3.0911
H 2.8225 2.1202 1.9909
C -1.6238 0.1616 4.7768
C -0.3769 -0.6946 4.5206
C 0.7967 -0.2418 5.4104
C -0.6895 -2.1799 4.7829
C 0.0357 -0.6237 3.1413
N 0.5051 -0.6675 2.0785
H -2.0141 -0.0568 5.7688
H -2.3916 -0.0527 4.0379
H -1.3868 1.2205 4.7283
H 0.5373 -0.4158 6.4515
H 1.0066 0.8177 5.2832
H 1.6924 -0.8177 5.1804
H -0.8760 -2.3264 5.8443
H 0.1428 -2.8155 4.4801
H -1.5738 -2.4812 4.2275
*
```

***

# 2
This record from the OMol25 dataset describes a 2-piece molecular cluster, C33H37BO4S2 overall. The level of theory is ωB97M-V/def2-TZVPD.

## Properties
* LUMO: -3.40 eV

ORCA input file:
```
! RIJCOSX wB97M-V def2-TZVPD def2/J DEFGRID3
* xyz 0 1
C 4.0478 5.9057 1.1966
C 3.2669 4.7449 1.6771
C 3.2560 4.1440 2.9254
C 2.1852 3.1897 3.1068
C 1.3504 3.1560 2.0135
B -0.1613 2.5160 1.7723
C -1.3449 3.6235 1.8752
C -1.9248 4.1740 2.9918
C -3.0424 5.0260 2.6673
C -3.3169 5.0684 1.3149
C -4.3506 5.8748 0.6353
S -2.2221 4.0418 0.4320
O -0.1649 1.9904 0.4406
C 0.1068 0.6109 0.6306
C -0.4719 -0.1694 -0.5451
C 1.6193 0.4168 0.6559
C -0.6180 0.3390 2.0710
C -2.1241 0.1542 1.8848
C -0.0116 -0.7903 2.8859
O -0.4111 1.5466 2.7923
S 2.0440 4.0346 0.6744
H 4.8565 6.1426 1.8875
H 4.4701 5.7197 0.2048
H 3.3833 6.7752 1.1294
H 3.9665 4.4163 3.6994
H 2.0289 2.6004 4.0050
H -1.5667 4.0098 4.0015
H -3.6290 5.5692 3.4061
H -4.9520 6.3894 1.3892
H -3.8668 6.6187 -0.0093
H -4.9987 5.2398 0.0202
H -0.3275 -1.2425 -0.3748
H -1.5341 0.0438 -0.6948
H 0.0694 0.1064 -1.4562
H 1.8715 -0.6484 0.7322
H 2.0299 0.7930 -0.2893
H 2.0953 0.9769 1.4717
H -2.3321 -0.8373 1.4648
H -2.6249 0.2441 2.8569
H -2.5331 0.9321 1.2221
H -0.1645 -1.7591 2.3918
H 1.0641 -0.6288 3.0307
H -0.4910 -0.8257 3.8730
C -2.7738 -3.2731 9.9410
C -1.5038 -2.5933 9.4131
C -1.2270 -3.3091 8.1294
C -2.1611 -4.3721 8.0246
O -3.0806 -4.4024 9.0284
C -2.1887 -5.2174 6.9030
C -1.3257 -4.9484 5.8670
C -0.3189 -3.9222 5.9505
C 0.6272 -3.6972 4.9019
C 1.1027 -4.7188 4.0283
C 1.7440 -4.3942 2.7857
C 2.0616 -5.3993 1.8867
C 1.8347 -6.7566 2.2371
O 2.1641 -7.6527 1.2684
C 2.6703 -6.8786 0.1121
C 2.6197 -5.3931 0.4964
C 1.2847 -7.1157 3.4748
C 0.9583 -6.1144 4.3528
C -0.3233 -3.0807 7.1071
H -2.6559 -3.6834 10.9519
H -3.6405 -2.5979 9.9356
H -1.6580 -1.5217 9.2562
H -0.6772 -2.7224 10.1230
H -2.9045 -6.0355 6.8835
H -1.4061 -5.5461 4.9577
H 1.0437 -2.6922 4.8051
H 1.9530 -3.3477 2.5410
H 3.6891 -7.2282 -0.1005
H 2.0253 -7.1208 -0.7428
H 1.9735 -4.8445 -0.1979
H 3.6192 -4.9455 0.4618
H 1.1298 -8.1674 3.6944
H 0.5475 -6.4094 5.3187
H 0.4104 -2.2757 7.1921
*
```

***

# 3
This record from the OMol25 dataset describes C33H37BrF9GeKPSeSi3 as an isolated structure. The level of theory is ωB97M-V/def2-TZVPD.

## Properties
* LUMO (alpha / beta): -0.49 / -2.03 eV
* ⟨S²⟩: 0.7527

ORCA input file:
```
! RIJCOSX wB97M-V def2-TZVPD def2/J DEFGRID3
* xyz 0 2
K 0.5855 -0.0713 0.9839
F 4.3209 -6.2007 -3.2682
C 3.3294 -5.5469 -2.6238
C 2.4002 -6.3013 -1.8853
F 2.4354 -7.6442 -1.9353
C 1.3829 -5.6237 -1.1924
F 0.4037 -6.4032 -0.6130
C 1.3373 -4.2555 -1.0933
P 0.1348 -3.3119 -0.1071
C 0.4420 -4.0930 1.4945
C -0.2508 -5.2154 1.9569
C -0.0023 -5.7077 3.2563
C 0.7776 -4.9824 4.1628
C 1.5394 -3.9051 3.6791
C 1.3832 -3.4908 2.3624
C -1.4400 -4.0754 -0.5973
C -2.5451 -3.9727 0.2450
C -3.8296 -4.3439 -0.2002
C -4.0058 -4.8215 -1.5023
C -2.8943 -4.9239 -2.3530
C -1.6230 -4.5423 -1.9218
C 2.3355 -3.5441 -1.7567
Br 2.3786 -1.6444 -1.7267
C 3.3647 -4.1473 -2.4660
F 4.3422 -3.3985 -3.0839
H -0.9194 -5.7367 1.2857
H -0.5262 -6.5904 3.5722
H 0.8723 -5.3507 5.1803
H 2.2135 -3.3732 4.3523
H 1.9965 -2.6919 1.9538
H -2.3825 -3.6207 1.2668
H -4.6462 -4.2570 0.4961
H -4.9945 -5.1828 -1.8256
H -3.0187 -5.3405 -3.3444
H -0.7755 -4.6423 -2.5852
C -0.6089 3.3034 2.0902
Si 0.9394 3.8669 1.1622
C 2.3628 3.5891 2.3470
C 0.8008 5.7064 0.7471
Ge 1.0440 2.5829 -0.9111
Si 3.2706 2.7524 -1.9097
C 3.4568 2.1345 -3.6500
C 4.3800 1.7406 -0.7647
C 3.7815 4.5695 -1.8063
Si -0.4707 3.6223 -2.4484
C -2.0978 3.7536 -1.4787
C -0.7016 2.4459 -3.8704
C 0.0647 5.3156 -3.1068
H -0.8115 3.9814 2.9402
H -0.5326 2.3062 2.5091
H -1.5096 3.3655 1.4695
H 2.2198 4.2117 3.1984
H 3.3330 3.8690 1.9180
H 2.3669 2.5455 2.6961
H 1.2870 6.2584 1.5336
H -0.2707 5.9922 0.6961
H 1.2495 6.0451 -0.1761
H 2.9363 1.1719 -3.7635
H 4.5016 2.0295 -3.9585
H 3.0319 2.8727 -4.3598
H 4.2389 0.6716 -0.9569
H 4.1575 1.9452 0.3042
H 5.4174 1.9935 -0.9489
H 2.9587 5.2454 -2.0833
H 4.5756 4.7425 -2.5332
H 4.1614 4.8294 -0.8060
H -2.1694 2.8925 -0.7830
H -2.9207 3.6528 -2.2239
H -2.2649 4.6953 -0.9540
H -1.0536 1.4946 -3.4189
H 0.2192 2.2362 -4.4235
H -1.4252 2.7662 -4.5801
H 0.2535 6.0201 -2.2888
H -0.7330 5.6653 -3.7521
H 0.9954 5.1724 -3.6574
F -5.9833 2.6662 5.4276
C -5.2778 1.9937 4.5116
C -5.1466 2.4647 3.1917
F -5.7671 3.5823 2.8032
C -4.4078 1.7779 2.2523
F -4.2746 2.3327 1.0197
C -3.8241 0.5322 2.5250
Se -3.1526 -0.5021 1.1392
C -3.9557 0.0625 3.8433
F -3.3780 -1.1006 4.2178
C -4.6631 0.7859 4.8239
F -4.7251 0.3028 6.0806
*
```

***

# 4
This record from the OMol25 dataset describes a 2-piece molecular cluster, C33H37N4O overall. The level of theory is ωB97M-V/def2-TZVPD.

## Properties
* LUMO: -4.28 eV

ORCA input file:
```
! RIJCOSX wB97M-V def2-TZVPD def2/J DEFGRID3
* xyz 1 1
C -4.0054 -2.9643 1.0422
N -2.8237 -2.5939 0.3113
C -2.2517 -3.4547 -0.5827
O -2.6170 -4.6037 -0.8326
C -1.0888 -2.7241 -1.2345
C -1.2551 -2.6007 -2.7446
C -2.5459 -1.9111 -3.1034
C -3.7372 -2.6434 -3.1294
C -4.9486 -2.0144 -3.4113
C -4.9758 -0.6434 -3.6830
C -3.7815 0.0838 -3.7091
C -2.5672 -0.5522 -3.4363
N -1.0969 -1.4382 -0.5560
C -0.1555 -0.5049 -0.7778
C -0.1664 0.7420 -0.1596
C 0.8986 1.6313 -0.2224
C 0.8160 3.0239 0.1126
C 1.8078 3.9582 -0.3046
C 1.7334 5.2934 0.0787
C 0.6930 5.7397 0.9097
C -0.3026 4.8422 1.3153
C -0.2537 3.5108 0.9164
C -2.2255 -1.2750 0.3856
C -3.2599 -0.1892 -0.0363
C -3.8982 0.2885 1.2665
C -3.0187 -0.1962 2.4426
C -1.8329 -0.9653 1.8639
H -4.2005 -4.0228 0.8520
H -3.8497 -2.8090 2.1143
H -4.8778 -2.3797 0.7209
H -0.1610 -3.2698 -0.9907
H -0.4015 -2.0551 -3.1568
H -1.2549 -3.6238 -3.1401
H -3.7051 -3.7155 -2.9188
H -5.8672 -2.6039 -3.4199
H -5.9255 -0.1518 -3.9022
H -3.7895 1.1498 -3.9465
H -1.6281 0.0071 -3.4700
H 0.6547 -0.7736 -1.4602
H -1.0699 1.0060 0.3909
H 1.8659 1.2277 -0.5255
H 2.6384 3.6017 -0.9180
H 2.4945 6.0019 -0.2498
H 0.6635 6.7754 1.2490
H -1.1151 5.1721 1.9627
H -1.0086 2.8102 1.2760
H -2.7465 0.6190 -0.5695
H -3.9772 -0.6274 -0.7446
H -3.9893 1.3820 1.2785
H -4.9176 -0.1088 1.3593
H -2.6817 0.6587 3.0426
H -3.6011 -0.8363 3.1177
H -1.6149 -1.9039 2.3908
H -0.9205 -0.3640 1.8855
C 5.1086 0.2553 4.5967
C 6.1867 0.5633 3.7539
C 6.0074 0.5803 2.3703
C 4.7451 0.2753 1.8321
C 4.5835 0.1669 0.3778
N 3.4497 0.1419 -0.2943
C 3.7543 -0.2779 -1.6626
C 5.2778 -0.2519 -1.7914
N 5.6680 -0.0150 -0.4216
C 3.6563 -0.0254 2.6718
C 3.8506 -0.0607 4.0557
H 5.2528 0.2553 5.6781
H 7.1729 0.7753 4.1673
H 6.8425 0.8274 1.7133
H 3.3934 -1.3079 -1.8382
H 3.2621 0.3890 -2.3818
H 5.6763 -1.1968 -2.1664
H 5.6126 0.5649 -2.4362
H 6.6286 -0.0646 -0.1106
H 2.6850 -0.2511 2.2226
H 3.0313 -0.3488 4.7144
*
```

***

Q: Number 2 is which compound?
A: C33H37BO4S2